Record 1
This record from OMol25 describes a molecular structure, C35H38F6KN9O5S2Se. The level of theory is the ωB97M-V functional and the def2-TZVPD basis.

The geometry in ORCA input format:
```
! wB97M-V def2-TZVPD RIJCOSX def2/J DEFGRID3
* xyz -2 1
K 1.034 -0.032 -0.428
O -0.659 4.163 -2.584
C -0.135 3.239 -1.901
N -0.366 1.952 -1.948
C -1.270 1.589 -3.008
C -1.545 0.105 -3.087
C -2.712 -0.349 -3.705
C -2.940 -1.708 -3.825
C -2.001 -2.592 -3.317
C -0.876 -2.057 -2.711
N -0.644 -0.749 -2.600
C 0.913 3.664 -0.882
C 1.519 4.910 -1.031
C 2.469 5.311 -0.113
C 2.775 4.468 0.947
C 2.127 3.245 1.015
N 1.225 2.841 0.120
H -2.232 2.120 -2.940
H -0.864 1.898 -3.985
H -3.430 0.373 -4.075
H -3.848 -2.073 -4.293
H -2.134 -3.665 -3.349
H -0.134 -2.716 -2.276
H 1.213 5.521 -1.869
H 2.970 6.267 -0.219
H 3.519 4.730 1.688
H 2.347 2.544 1.813
C 2.791 -3.062 -0.893
N 1.549 -3.133 -0.148
C 1.818 -3.111 1.290
C 0.658 -4.181 -0.525
C 1.038 -5.176 -1.414
C 0.169 -6.192 -1.819
C -1.111 -6.211 -1.290
C -1.517 -5.232 -0.398
C -0.678 -4.161 0.005
N -1.106 -3.103 0.725
C -2.093 -3.270 1.663
C -2.009 -4.265 2.657
C -2.896 -4.348 3.718
C -3.931 -3.433 3.822
C -4.072 -2.462 2.834
C -3.195 -2.368 1.756
N -3.363 -1.390 0.744
C -3.442 -1.932 -0.603
C -4.397 -0.412 0.964
H 3.444 -3.935 -0.729
H 3.347 -2.182 -0.572
H 2.594 -2.971 -1.962
H 2.400 -3.996 1.593
H 0.874 -3.090 1.830
H 2.397 -2.221 1.541
H 2.044 -5.173 -1.813
H 0.500 -6.945 -2.525
H -1.813 -6.985 -1.584
H -2.531 -5.244 -0.017
H -1.179 -4.960 2.591
H -2.761 -5.117 4.471
H -4.626 -3.465 4.653
H -4.895 -1.766 2.914
H -4.425 -2.401 -0.790
H -2.658 -2.668 -0.750
H -3.300 -1.128 -1.329
H -5.411 -0.853 0.998
H -4.380 0.293 0.132
H -4.222 0.139 1.889
F 5.003 2.428 2.314
C 5.544 1.208 2.249
F 6.850 1.344 2.014
F 5.394 0.625 3.443
S 4.734 0.157 0.970
O 3.347 0.111 1.366
O 5.462 -1.079 0.997
N 5.030 1.075 -0.260
S 4.739 0.677 -1.751
O 5.809 -0.024 -2.400
O 3.395 0.211 -1.979
C 4.801 2.367 -2.478
F 4.649 2.265 -3.803
F 3.842 3.147 -2.000
F 5.982 2.951 -2.242
C -2.573 2.671 0.676
N -1.868 3.850 1.135
C -1.573 4.945 0.350
C -0.885 5.808 1.122
N -0.769 5.229 2.373
C -0.012 5.754 3.484
C -1.383 4.021 2.386
Se -1.540 2.891 3.826
H -2.558 2.667 -0.412
H -3.597 2.684 1.052
H -2.078 1.768 1.029
H -1.806 4.966 -0.703
H -0.418 6.745 0.882
H 0.355 6.742 3.214
H 0.828 5.095 3.708
H -0.642 5.811 4.371
*
```

Calculated values
Orbital gap: 5.26 eV
LUMO energy: 3.9195 eV
Relative energy (zero: lowest compared OMol25 entry of this formula, charge and spin): 0.5 kcal/mol
Energy: -180210.5862 eV



Record 2
This record from OMol25 describes a molecular structure, C35H38FMnN3O3Si at a distorted geometry. The level of theory is the ωB97M-V functional and the def2-TZVPD basis.

The geometry in ORCA input format:
```
! wB97M-V def2-TZVPD RIJCOSX def2/J DEFGRID3
* xyz 0 6
C 2.697 -1.007 -0.815
C 2.773 0.002 -1.844
C 3.408 1.139 -1.289
H 2.524 -0.133 -2.882
C 3.599 0.937 0.085
C 3.198 -0.400 0.400
H 3.386 -0.916 1.333
H 2.481 -2.056 -0.970
H 3.754 1.967 -1.883
H 4.084 1.619 0.765
Mn 1.298 0.531 -0.263
C -0.770 4.059 -2.426
H -0.155 3.661 -1.557
H -1.444 3.229 -2.797
H -0.003 4.153 -3.236
Si 2.145 3.139 -4.140
C 1.362 3.639 -5.722
C 1.776 2.872 -6.834
H 2.422 2.013 -6.697
C 1.373 3.209 -8.120
H 1.702 2.579 -8.957
C 0.486 4.293 -8.310
H 0.125 4.518 -9.320
C -0.013 5.015 -7.204
H -0.784 5.793 -7.347
C 0.439 4.690 -5.909
H 0.067 5.245 -5.043
C 3.321 4.513 -3.641
C 3.690 5.492 -4.588
H 3.039 5.702 -5.437
C 4.883 6.202 -4.426
H 5.252 6.810 -5.247
C 5.620 6.108 -3.249
H 6.614 6.565 -3.173
C 5.047 5.411 -2.182
H 5.562 5.401 -1.226
C 3.863 4.681 -2.342
H 3.369 4.258 -1.467
H 2.704 1.759 -4.384
H -1.422 4.936 -2.234
F 0.706 -4.915 2.613
C -0.224 -3.899 2.663
C -0.113 -2.893 1.745
C -1.112 -1.909 1.711
C -0.946 -0.788 0.855
O -0.047 -0.870 -0.074
C -1.774 0.342 1.015
C -2.935 0.184 1.751
N -3.196 -0.943 2.492
C -4.431 -1.132 3.180
C -5.640 -0.332 2.880
C -5.598 -1.773 2.463
C -2.243 -1.974 2.548
C -2.387 -3.070 3.409
C -1.324 -3.994 3.547
N -1.380 -5.002 4.517
C -2.588 -5.799 4.570
C -2.838 -6.322 5.975
N -1.586 -6.974 6.423
C -0.376 -6.133 6.424
C -0.179 -5.648 5.001
C -1.452 1.635 0.324
O -2.340 2.415 0.097
O -0.180 1.858 0.009
H 0.745 -2.804 1.087
H -3.706 0.945 1.824
H -4.318 -1.474 4.217
H -6.297 -0.102 3.728
H -5.565 0.393 2.067
H -5.501 -2.004 1.388
H -6.211 -2.459 3.063
H -3.312 -3.177 3.975
H -2.510 -6.661 3.868
H -3.439 -5.189 4.244
H -3.064 -5.519 6.677
H -3.653 -7.049 5.987
H -1.726 -7.383 7.349
H -1.401 -7.720 5.752
H 0.466 -6.733 6.763
H -0.527 -5.316 7.127
H 0.080 -6.505 4.356
H 0.652 -4.936 4.969
*
```

Calculated values
Orbital gap (alpha / beta): 2.62 / 4.44 eV
LUMO energy (alpha / beta): -1.4147 / -1.4523 eV
Relative energy (zero: lowest compared OMol25 entry of this formula, charge and spin): 30.4 kcal/mol
Energy: -89432.7226 eV



Record 3
This record from OMol25 describes a molecular structure, C35H38LaN5O3S2 at a distorted geometry. The level of theory is the ωB97M-V functional and the def2-TZVPD basis.

The geometry in ORCA input format:
```
! wB97M-V def2-TZVPD RIJCOSX def2/J DEFGRID3
* xyz 4 1
La 0.803 0.123 -0.899
C 0.307 -3.325 -0.605
C 1.862 -3.131 -0.726
C 2.282 -2.704 -2.115
C 2.521 -3.602 -3.146
C 2.727 -3.140 -4.438
C 2.559 -1.771 -4.647
C 2.399 -0.915 -3.568
N 2.237 -1.372 -2.336
N -0.317 -2.434 0.432
C -0.007 -2.843 1.863
C -0.163 -4.221 2.501
C -0.900 -5.333 2.079
C -1.100 -6.452 2.930
C -0.489 -6.477 4.190
C 0.191 -5.335 4.603
N 0.349 -4.291 3.755
C -1.773 -2.330 0.183
C -2.233 -1.662 -1.129
C -3.519 -2.026 -1.551
C -4.003 -1.584 -2.731
C -3.174 -0.738 -3.516
C -1.978 -0.319 -2.997
N -1.476 -0.830 -1.870
H -0.024 -2.985 -1.548
H -0.008 -4.324 -0.386
H 2.145 -2.310 -0.073
H 2.389 -3.987 -0.376
H 2.700 -4.654 -2.931
H 2.855 -3.811 -5.280
H 2.663 -1.369 -5.670
H 2.486 0.146 -3.647
H 1.041 -2.524 2.084
H -0.448 -2.136 2.565
H -1.329 -5.374 1.081
H -1.758 -7.231 2.591
H -0.535 -7.369 4.835
H 0.677 -5.239 5.580
H -2.289 -3.264 0.238
H -2.122 -1.709 1.037
H -4.103 -2.677 -0.914
H -4.872 -1.954 -3.196
H -3.543 -0.332 -4.466
H -1.417 0.430 -3.441
O 1.432 2.044 -1.923
S 1.976 3.484 -2.170
C 2.078 4.139 -0.489
C 0.769 4.335 0.165
C 1.009 4.548 1.686
C 2.074 3.658 2.309
S 1.878 1.915 2.402
O 1.593 1.308 0.979
C 0.363 1.869 3.324
C -0.096 2.828 4.229
C -1.338 2.630 4.841
C -2.183 1.599 4.500
C -1.700 0.684 3.602
C -0.424 0.801 3.037
C 0.612 4.350 -2.889
C 0.823 5.652 -3.364
C -0.252 6.285 -4.001
C -1.489 5.640 -4.203
C -1.678 4.398 -3.626
C -0.608 3.728 -3.027
H 2.651 5.072 -0.521
H 2.578 3.260 -0.095
H 0.136 3.410 0.138
H 0.192 5.160 -0.220
H 0.103 4.433 2.190
H 1.364 5.538 1.847
H 2.180 3.875 3.399
H 3.043 3.847 1.843
H 0.462 3.754 4.444
H -1.692 3.355 5.563
H -3.185 1.529 4.921
H -2.302 -0.118 3.228
H -0.159 0.032 2.294
H 1.766 6.154 -3.234
H -0.043 7.281 -4.426
H -2.350 6.121 -4.612
H -2.650 3.930 -3.678
H -0.810 2.672 -2.700
O 1.286 -3.025 5.484
N 0.979 -2.788 4.407
*
```

Calculated values
Orbital gap: 6.54 eV
LUMO energy: -11.7350 eV
Relative energy (zero: lowest compared OMol25 entry of this formula, charge and spin): 57.9 kcal/mol
Energy: -72996.6708 eV



Record 4
This record from OMol25 describes a molecular structure, C35H38N3Ti at a distorted geometry. The level of theory is the ωB97M-V functional and the def2-TZVPD basis.

The geometry in ORCA input format:
```
! wB97M-V def2-TZVPD RIJCOSX def2/J DEFGRID3
* xyz -1 3
Ti -0.453 0.310 -0.334
C -3.766 2.857 0.677
C -3.211 3.476 1.822
C -1.895 3.242 2.101
C -1.102 2.427 1.262
N -1.682 1.757 0.180
C -2.975 2.022 -0.067
C 0.296 2.268 1.397
C 1.051 2.878 2.421
C 2.433 2.840 2.380
C 3.040 2.291 1.264
C 2.262 1.665 0.273
N 0.903 1.506 0.403
C 2.939 1.227 -0.912
C 4.033 1.986 -1.400
C 4.708 1.580 -2.516
C 4.316 0.377 -3.128
C 3.239 -0.297 -2.590
N 2.526 0.096 -1.546
H -4.797 3.035 0.402
H -3.822 4.107 2.453
H -1.438 3.683 2.975
H -3.400 1.519 -0.920
H 0.557 3.369 3.245
H 3.019 3.263 3.187
H 4.118 2.276 1.173
H 4.290 2.918 -0.916
H 5.517 2.170 -2.930
H 4.814 0.010 -4.012
H 2.934 -1.235 -3.040
C -2.193 0.310 -2.614
C -0.812 0.055 -2.695
C -0.544 -1.183 -2.023
C -1.800 -1.652 -1.525
C -2.802 -0.744 -1.889
C -4.271 -0.917 -1.618
C -1.979 -2.991 -0.867
C 0.573 -2.156 -2.324
C 0.146 0.894 -3.500
C -2.881 1.416 -3.365
H -4.827 -1.133 -2.536
H -4.720 -0.032 -1.163
H -4.425 -1.748 -0.932
H -2.113 -3.777 -1.619
H -2.852 -3.004 -0.217
H -1.107 -3.237 -0.259
H 0.989 -1.939 -3.308
H 0.171 -3.171 -2.362
H 1.376 -2.138 -1.589
H 1.103 0.387 -3.627
H 0.333 1.863 -3.018
H -0.255 1.103 -4.500
H -3.965 1.335 -3.291
H -2.617 1.356 -4.426
H -2.585 2.407 -3.010
C -0.432 -0.242 3.521
C -0.560 -1.342 2.434
C -1.533 -2.431 2.946
C -1.117 -0.734 1.169
C 0.838 -1.926 2.259
C 1.415 -2.720 3.249
C 2.707 -3.200 3.119
C 3.457 -2.895 1.996
C 2.895 -2.109 1.004
C 1.602 -1.631 1.136
H -1.364 0.317 3.597
H 0.363 0.448 3.240
H -0.195 -0.666 4.499
H -2.539 -2.018 3.020
H -1.255 -2.808 3.930
H -1.556 -3.267 2.248
H -2.221 -0.808 1.174
H 0.861 -2.967 4.143
H 3.135 -3.812 3.902
H 4.472 -3.260 1.907
H 3.468 -1.857 0.122
H 1.166 -0.996 0.357
*
```

Calculated values
Orbital gap (alpha / beta): 4.36 / 5.95 eV
LUMO energy (alpha / beta): 2.7919 / 2.7842 eV
Relative energy (zero: lowest compared OMol25 entry of this formula, charge and spin): 80.0 kcal/mol
Energy: -64496.4796 eV



Record 5
This record from OMol25 describes a molecular structure, C35H39Br2CsN7OS. The level of theory is the ωB97M-V functional and the def2-TZVPD basis.

The geometry in ORCA input format:
```
! wB97M-V def2-TZVPD RIJCOSX def2/J DEFGRID3
* xyz -1 1
Cs 0.458 0.561 -0.310
C -2.408 4.374 0.880
C -0.938 4.159 0.655
C -0.074 3.999 1.737
C 1.278 3.744 1.552
C 2.195 3.517 2.722
C 1.770 3.644 0.254
C 0.936 3.797 -0.845
C 1.477 3.585 -2.233
C -0.415 4.065 -0.628
H -2.872 3.477 1.295
H -2.918 4.598 -0.056
H -2.581 5.200 1.574
H -0.474 4.047 2.746
H 1.637 3.476 3.658
H 2.936 4.315 2.807
H 2.740 2.578 2.604
H 2.806 3.365 0.093
H 1.939 4.496 -2.623
H 0.681 3.295 -2.922
H 2.239 2.803 -2.225
H -1.083 4.152 -1.479
N -4.469 -1.465 1.026
C -3.486 -0.835 0.297
S -2.863 0.628 0.958
N -3.229 -1.454 -0.837
N -2.230 -0.921 -1.596
C -2.249 -1.296 -2.827
C -3.318 -2.168 -3.393
C -4.629 -1.710 -3.484
C -5.620 -2.514 -4.024
C -5.315 -3.792 -4.474
C -4.012 -4.259 -4.382
C -3.021 -3.448 -3.848
C -1.167 -0.835 -3.740
C -1.308 -0.967 -5.124
C -0.282 -0.543 -5.951
C 0.863 -0.005 -5.387
C 0.913 0.101 -4.003
N -0.070 -0.292 -3.203
H -4.574 -1.178 1.981
H -4.659 -2.422 0.774
H -4.868 -0.723 -3.110
H -6.636 -2.145 -4.085
H -6.091 -4.422 -4.891
H -3.767 -5.257 -4.725
H -2.002 -3.811 -3.777
H -2.211 -1.393 -5.538
H -0.378 -0.638 -7.026
H 1.697 0.324 -5.991
H 1.790 0.511 -3.508
Br 5.418 1.251 -2.977
C 5.326 0.093 -1.473
C 6.453 -0.656 -1.137
C 6.433 -1.505 -0.066
Br 8.004 -2.501 0.347
C 5.261 -1.649 0.718
C 5.145 -2.517 1.827
C 3.964 -2.603 2.504
C 2.878 -1.814 2.076
N 2.955 -0.990 1.062
C 4.118 -0.886 0.373
C 4.111 0.053 -0.762
O 3.092 0.728 -1.052
H 7.350 -0.561 -1.735
H 6.000 -3.111 2.124
H 3.854 -3.266 3.352
H 1.914 -1.868 2.576
C -1.761 -2.151 4.033
C -0.914 -0.909 4.297
C -1.814 0.225 4.802
C 0.171 -1.222 5.320
N -0.283 -0.598 3.001
N 0.480 0.599 2.934
H -2.298 -2.452 4.935
H -1.125 -2.976 3.707
H -2.491 -1.954 3.246
H -2.334 -0.073 5.715
H -2.555 0.483 4.043
H -1.236 1.121 5.045
H -0.279 -1.505 6.274
H 0.812 -0.357 5.501
H 0.797 -2.046 4.973
H -1.027 -0.492 2.310
H 1.403 0.423 3.308
H 0.038 1.367 3.432
*
```

Calculated values
Orbital gap: 6.48 eV
LUMO energy: 2.0386 eV
Relative energy (zero: lowest compared OMol25 entry of this formula, charge and spin): 0.0 kcal/mol
Energy: -200878.3773 eV



Which of these has the lowest relative energy (zero: lowest compared OMol25 entry of this formula, charge and spin)? C35H39Br2CsN7OS



Repeat the third record exactly.
This record from OMol25 describes a molecular structure, C35H38LaN5O3S2 at a distorted geometry. The level of theory is the ωB97M-V functional and the def2-TZVPD basis.

The geometry in ORCA input format:
```
! wB97M-V def2-TZVPD RIJCOSX def2/J DEFGRID3
* xyz 4 1
La 0.803 0.123 -0.899
C 0.307 -3.325 -0.605
C 1.862 -3.131 -0.726
C 2.282 -2.704 -2.115
C 2.521 -3.602 -3.146
C 2.727 -3.140 -4.438
C 2.559 -1.771 -4.647
C 2.399 -0.915 -3.568
N 2.237 -1.372 -2.336
N -0.317 -2.434 0.432
C -0.007 -2.843 1.863
C -0.163 -4.221 2.501
C -0.900 -5.333 2.079
C -1.100 -6.452 2.930
C -0.489 -6.477 4.190
C 0.191 -5.335 4.603
N 0.349 -4.291 3.755
C -1.773 -2.330 0.183
C -2.233 -1.662 -1.129
C -3.519 -2.026 -1.551
C -4.003 -1.584 -2.731
C -3.174 -0.738 -3.516
C -1.978 -0.319 -2.997
N -1.476 -0.830 -1.870
H -0.024 -2.985 -1.548
H -0.008 -4.324 -0.386
H 2.145 -2.310 -0.073
H 2.389 -3.987 -0.376
H 2.700 -4.654 -2.931
H 2.855 -3.811 -5.280
H 2.663 -1.369 -5.670
H 2.486 0.146 -3.647
H 1.041 -2.524 2.084
H -0.448 -2.136 2.565
H -1.329 -5.374 1.081
H -1.758 -7.231 2.591
H -0.535 -7.369 4.835
H 0.677 -5.239 5.580
H -2.289 -3.264 0.238
H -2.122 -1.709 1.037
H -4.103 -2.677 -0.914
H -4.872 -1.954 -3.196
H -3.543 -0.332 -4.466
H -1.417 0.430 -3.441
O 1.432 2.044 -1.923
S 1.976 3.484 -2.170
C 2.078 4.139 -0.489
C 0.769 4.335 0.165
C 1.009 4.548 1.686
C 2.074 3.658 2.309
S 1.878 1.915 2.402
O 1.593 1.308 0.979
C 0.363 1.869 3.324
C -0.096 2.828 4.229
C -1.338 2.630 4.841
C -2.183 1.599 4.500
C -1.700 0.684 3.602
C -0.424 0.801 3.037
C 0.612 4.350 -2.889
C 0.823 5.652 -3.364
C -0.252 6.285 -4.001
C -1.489 5.640 -4.203
C -1.678 4.398 -3.626
C -0.608 3.728 -3.027
H 2.651 5.072 -0.521
H 2.578 3.260 -0.095
H 0.136 3.410 0.138
H 0.192 5.160 -0.220
H 0.103 4.433 2.190
H 1.364 5.538 1.847
H 2.180 3.875 3.399
H 3.043 3.847 1.843
H 0.462 3.754 4.444
H -1.692 3.355 5.563
H -3.185 1.529 4.921
H -2.302 -0.118 3.228
H -0.159 0.032 2.294
H 1.766 6.154 -3.234
H -0.043 7.281 -4.426
H -2.350 6.121 -4.612
H -2.650 3.930 -3.678
H -0.810 2.672 -2.700
O 1.286 -3.025 5.484
N 0.979 -2.788 4.407
*
```

Calculated values
Orbital gap: 6.54 eV
LUMO energy: -11.7350 eV
Relative energy (zero: lowest compared OMol25 entry of this formula, charge and spin): 57.9 kcal/mol
Energy: -72996.6708 eV